# 1
Here is a single C3H3N3O molecule from the Open Molecules 2025 dataset. Energies are from ωB97M-V with the def2-TZVPD basis set.

Geometry (Å):
O1 -0.642 1.579 1.162
C1 -0.357 0.541 0.385
C2 -0.899 0.301 -0.888
N1 -0.418 -0.665 -1.649
N2 0.671 -1.371 -1.262
C3 1.064 -1.151 -0.004
N3 0.498 -0.302 0.856
H1 -0.083 1.459 1.957
H2 -1.739 0.896 -1.225
H3 1.904 -1.285 0.678

Molar mass   97.077 g/mol
SMILES string   Oc1cnncn1
Highest occupied orbital energy   -9.896 eV
HOMO-LUMO gap   0.3684 hartree
E_LUMO   0.0047 Ha
Total charge   0

Atomic partial charges in e from the Löwdin method, atoms 1 to 5: atom 1 (O): 0.10, atom 2 (C): -0.41, atom 3 (C): -0.06, atom 4 (N): 0.03, atom 5 (N): 0.03

***

# 2
Here is a single C18H29N3 molecule from the Open Molecules 2025 dataset. Energies are from ωB97M-V with the def2-TZVPD basis set.

Geometry (Å):
C1 -2.850 -1.209 3.085
C2 -1.688 -1.131 1.778
C3 -0.669 0.010 2.465
C4 -2.344 -0.759 0.590
C5 -1.368 -1.055 -0.776
N1 -0.354 -0.180 -0.606
C6 1.001 -0.680 -0.671
N2 1.373 -1.679 0.169
C7 2.391 -2.267 0.632
C8 3.640 -1.899 -0.225
C9 4.998 -2.267 0.409
C10 4.942 -3.504 1.150
C11 3.803 -3.991 1.874
C12 2.633 -3.130 1.419
N3 2.000 0.165 -1.104
C13 1.283 1.300 -1.948
C14 -0.297 0.965 -1.503
C15 -1.062 2.047 -1.094
C16 -1.051 3.392 -1.813
C17 -1.816 4.353 -1.270
C18 -1.912 3.108 -3.108
H1 -2.519 -1.396 3.968
H2 -3.624 -0.334 3.107
H3 -3.522 -2.093 2.714
H4 -1.127 -2.145 2.056
H5 0.192 0.269 1.790
H6 -1.378 0.808 2.574
H7 -0.316 -0.403 3.372
H8 -3.322 -1.513 0.661
H9 -2.694 0.076 0.655
H10 -1.075 -1.940 -0.653
H11 -2.157 -1.026 -1.498
H12 0.561 -1.937 0.654
H13 3.612 -0.856 -0.887
H14 5.833 -2.219 -0.225
H15 6.027 -3.934 1.284
H16 3.898 -4.784 2.409
H17 1.790 -3.631 2.098
H18 1.584 2.185 -1.404
H19 1.283 1.182 -2.930
H20 -0.734 0.621 -2.643
H21 -2.016 1.826 -0.588
H22 -0.614 2.413 0.001
H23 -0.151 3.573 -2.321
H24 -2.693 4.433 -0.843
H25 -0.845 4.865 -0.509
H26 -1.799 5.386 -1.795
H27 -3.006 2.912 -2.840
H28 -1.748 2.200 -3.757
H29 -2.094 3.873 -3.907

Molar mass   287.451 g/mol
SMILES string   CC(C)CCN1C(Nc2ccccc2)=NC[C@@H]1CC(C)C
Highest occupied orbital energy   -7.915 eV
HOMO-LUMO gap   0.3130 hartree
E_LUMO   0.0221 Ha
Total charge   0

Atomic partial charges in e from the Löwdin method, atoms 1 to 5: atom 1 (C): -0.05, atom 2 (C): -0.36, atom 3 (C): -0.05, atom 4 (C): -0.15, atom 5 (C): -0.12

***

# 3
Here is a molecular structure, C19H23N4PdS4 from the Open Molecules 2025 dataset. Energies are from ωB97M-V with the def2-TZVPD basis set.

Geometry (Å):
Pd1 -0.738 0.418 0.362
N1 1.938 -0.108 3.888
C1 1.286 0.077 2.763
S1 -0.388 0.409 2.756
N2 2.108 -0.025 1.649
N3 1.476 0.244 0.537
C2 2.195 0.124 -0.601
C3 3.554 -0.344 -0.662
C4 4.553 0.116 0.222
C5 5.839 -0.364 0.111
C6 6.140 -1.347 -0.830
C7 5.163 -1.829 -1.697
C8 3.888 -1.311 -1.639
C9 1.452 0.516 -1.818
C10 2.122 0.774 -3.006
C11 1.407 1.175 -4.131
C12 0.043 1.338 -4.021
C13 -0.552 1.118 -2.784
N4 0.114 0.720 -1.705
H1 1.481 -0.064 4.787
H2 2.936 -0.285 3.854
H3 4.325 0.887 0.944
H4 6.615 0.018 0.759
H5 7.149 -1.734 -0.895
H6 5.406 -2.600 -2.415
H7 3.123 -1.692 -2.304
H8 3.196 0.697 -3.051
H9 1.920 1.371 -5.063
H10 -0.561 1.660 -4.858
H11 -1.612 1.303 -2.668
C14 -3.517 -1.154 2.866
C15 -3.272 -2.093 1.663
S2 -2.102 -1.637 0.344
C16 -3.182 -1.157 -1.024
C17 -3.963 0.121 -0.774
S3 -2.879 1.521 -0.341
C18 -3.823 2.311 0.990
C19 -3.731 1.659 2.374
S4 -4.688 0.159 2.526
H12 -2.597 -0.729 3.263
H13 -4.009 -1.749 3.643
H14 -4.205 -2.379 1.175
H15 -2.856 -3.007 2.090
H16 -3.853 -1.982 -1.271
H17 -2.499 -1.053 -1.870
H18 -4.695 -0.013 0.028
H19 -4.541 0.394 -1.659
H20 -4.851 2.400 0.634
H21 -3.437 3.327 1.074
H22 -4.170 2.343 3.115
H23 -2.706 1.455 2.667

Molar mass   542.109 g/mol
Highest occupied orbital energy (alpha / beta)   -16.758 / -17.046 eV
Multiplicity   5
HOMO-LUMO gap (alpha / beta)   0.2772 / 0.1483 hartree
E_LUMO (alpha / beta)   -0.3386 / -0.4782 Ha
Total charge   +3

Atomic partial charges in e from the Löwdin method, atoms 1 to 5: atom 1 (Pd): 0.52, atom 2 (N): 0.19, atom 3 (C): -0.75, atom 4 (S): 0.71, atom 5 (N): 0.07

***

# 4
Here is a molecular structure, C33H59N2O2P2Sr from the Open Molecules 2025 dataset. Energies are from ωB97M-V with the def2-TZVPD basis set.

Geometry (Å):
C1 0.428 1.605 2.437
C2 -1.097 2.098 0.752
C3 0.092 2.781 3.108
C4 -1.196 3.434 1.231
C5 -0.698 3.733 2.466
H1 0.501 2.953 4.097
H2 -1.854 4.099 0.675
H3 -0.916 4.683 2.927
N1 -0.159 1.247 1.287
P1 2.312 -0.408 1.902
P2 -2.525 -0.027 -0.537
C6 1.498 0.702 3.112
H4 2.258 1.325 3.623
H5 1.017 0.107 3.901
C7 -2.152 1.649 -0.131
H6 -2.311 2.379 -0.967
C8 -2.976 -0.280 -2.455
C9 -4.079 0.361 0.497
C10 3.728 0.704 1.146
C11 2.895 -1.840 3.005
C12 -1.868 -1.122 -3.125
H7 -1.727 -2.087 -2.610
H8 -2.178 -1.355 -4.159
H9 -0.903 -0.596 -3.184
C13 -4.282 -1.078 -2.561
H10 -4.200 -2.031 -2.020
H11 -5.156 -0.523 -2.201
H12 -4.466 -1.317 -3.621
C14 -3.111 1.064 -3.167
H13 -3.466 0.882 -4.199
H14 -3.848 1.730 -2.696
H15 -2.145 1.583 -3.242
C15 -4.826 -0.949 0.687
H16 -4.161 -1.706 1.119
H17 -5.653 -0.750 1.381
H18 -5.233 -1.333 -0.256
C16 -3.636 0.876 1.887
H19 -2.854 0.231 2.315
H20 -3.249 1.899 1.834
H21 -4.514 0.910 2.550
C17 -4.918 1.440 -0.209
H22 -4.356 2.378 -0.333
H23 -5.290 1.131 -1.192
H24 -5.784 1.666 0.441
C18 3.761 -2.785 2.153
H25 4.078 -3.631 2.781
H26 3.198 -3.199 1.302
H27 4.669 -2.306 1.760
C19 1.647 -2.609 3.484
H28 0.992 -1.996 4.112
H29 1.052 -3.007 2.650
H30 1.985 -3.467 4.088
C20 3.665 -1.352 4.237
H31 3.085 -0.631 4.826
H32 3.865 -2.225 4.878
H33 4.633 -0.907 3.987
C21 3.247 2.153 1.037
H34 3.102 2.629 2.013
H35 4.024 2.720 0.511
H36 2.319 2.243 0.461
C22 3.996 0.147 -0.258
H37 3.143 0.309 -0.941
H38 4.848 0.694 -0.677
H39 4.252 -0.921 -0.261
C23 4.982 0.651 2.012
H40 4.811 1.023 3.030
H41 5.438 -0.343 2.058
H42 5.722 1.319 1.550
Sr1 0.335 -1.099 -0.309
C24 -1.465 -1.805 1.509
O1 -1.897 -2.249 2.476
N2 0.661 0.710 -1.992
C25 0.349 1.808 -2.301
C26 0.251 3.276 -2.643
C27 -1.091 4.049 -2.514
C28 1.269 3.950 -1.708
C29 0.659 3.157 -4.117
H43 -1.941 3.571 -3.020
H44 -1.377 4.286 -1.477
H45 -0.965 5.032 -3.004
H46 2.172 3.328 -1.646
H47 1.542 4.959 -2.049
H48 0.838 4.021 -0.692
H49 0.901 4.110 -4.610
H50 1.536 2.472 -4.187
H51 -0.199 2.658 -4.624
C30 1.214 -5.330 -2.317
C31 0.416 -5.825 -1.092
C32 -0.180 -4.579 -0.435
O2 0.465 -3.404 -1.049
C33 1.342 -3.810 -2.165
H52 2.207 -5.796 -2.372
H53 0.676 -5.568 -3.244
H54 1.078 -6.335 -0.391
H55 -0.374 -6.524 -1.389
H56 -1.265 -4.504 -0.610
H57 -0.001 -4.539 0.649
H58 2.370 -3.510 -1.917
H59 1.019 -3.273 -3.068

Molar mass   665.415 g/mol
Highest occupied orbital energy   -7.979 eV
HOMO-LUMO gap   0.2169 hartree
E_LUMO   -0.0763 Ha
Total charge   +1

Atomic partial charges in e from the Löwdin method, atoms 1 to 5: atom 1 (C): -0.37, atom 2 (C): -0.40, atom 3 (C): -0.07, atom 4 (C): -0.08, atom 5 (C): -0.07

***

# 5
Here is a single CH3Br2N molecule from the Open Molecules 2025 dataset. Energies are from ωB97M-V with the def2-TZVPD basis set.

Geometry (Å):
C1 -0.330 -0.037 -0.055
N1 -1.743 -0.053 -0.556
Br1 -2.579 -1.620 0.098
Br2 -2.563 1.635 -0.035
H1 0.132 -0.405 -1.024
H2 -0.161 1.016 0.132
H3 -0.242 -0.760 0.781

Molar mass   188.850 g/mol
SMILES string   CN(Br)Br
Highest occupied orbital energy   -9.380 eV
HOMO-LUMO gap   0.3203 hartree
E_LUMO   -0.0244 Ha
Total charge   0

Atomic partial charges in e from the Löwdin method, atoms 1 to 5: atom 1 (C): -0.30, atom 2 (N): -1.00, atom 3 (Br): 0.59, atom 4 (Br): 0.55, atom 5 (H): 0.10

***

# 6
Here is 2 unconnected molecules or ions with the total composition C7H14O from the Open Molecules 2025 dataset. Energies are from ωB97M-V with the def2-TZVPD basis set.

Geometry (Å):
C1 -0.004 -0.934 -1.762
C2 0.659 0.036 -1.113
C3 0.178 0.282 0.281
C4 -1.107 0.587 0.499
C5 -1.570 0.925 1.854
C6 1.667 0.861 -1.905
C7 1.118 2.198 -2.429
H1 0.109 -1.306 -2.798
H2 -0.700 -1.577 -1.258
H3 0.968 0.250 1.037
H4 -1.805 0.375 -0.332
H5 -2.632 0.864 2.102
H6 -1.166 0.248 2.633
H7 -1.350 1.960 2.133
H8 2.090 0.143 -2.611
H9 2.470 1.239 -1.257
H10 1.920 2.591 -3.072
H11 0.881 2.879 -1.606
H12 0.108 2.180 -2.808
O1 -0.646 -3.288 3.523
H13 -1.003 -4.151 3.735
H14 -0.101 -3.409 2.748

Molar mass   114.188 g/mol
SMILES string   C=C(/C=C/C)CC.O
Highest occupied orbital energy   -8.726 eV
HOMO-LUMO gap   0.3510 hartree
E_LUMO   0.0303 Ha
Total charge   0

Atomic partial charges in e from the Löwdin method, atoms 1 to 5: atom 1 (C): 0.02, atom 2 (C): -0.32, atom 3 (C): -0.09, atom 4 (C): -0.16, atom 5 (C): -0.12

***

# 7
Here is a single C7H10O2 molecule from the Open Molecules 2025 dataset. Energies are from ωB97M-V with the def2-TZVPD basis set.

Geometry (Å):
C1 -1.248 -1.669 -0.720
C2 -0.782 -0.548 -0.204
C3 0.416 0.197 -0.102
C4 1.825 -1.066 -0.221
C5 3.169 -0.503 0.197
O1 1.740 -2.196 -0.652
C6 -2.136 0.532 0.481
C7 -2.163 2.036 0.324
O2 -3.076 -0.072 0.949
H1 -0.596 -2.451 -1.095
H2 -2.305 -1.912 -0.654
H3 0.593 0.887 -0.926
H4 0.586 0.648 0.876
H5 3.125 -0.210 1.248
H6 3.957 -1.252 0.070
H7 3.404 0.359 -0.432
H8 -1.931 2.306 -0.709
H9 -3.153 2.431 0.576
H10 -1.425 2.483 0.993

Molar mass   126.155 g/mol
SMILES string   C=C(CC(C)=O)C(C)=O
Highest occupied orbital energy   -8.432 eV
HOMO-LUMO gap   0.3351 hartree
E_LUMO   0.0252 Ha
Total charge   0

Atomic partial charges in e from the Löwdin method, atoms 1 to 5: atom 1 (C): 0.05, atom 2 (C): -0.23, atom 3 (C): -0.07, atom 4 (C): -0.30, atom 5 (C): -0.04

***

# 8
Here is a gas-phase ion, C7H10N (charge +1) from the Open Molecules 2025 dataset. Energies are from ωB97M-V with the def2-TZVPD basis set.

Geometry (Å):
C1 -0.387 2.043 -0.331
C2 -0.904 0.797 -0.045
C3 -2.248 0.505 0.086
N1 -2.938 -0.458 0.195
C4 -0.163 -0.512 -0.283
C5 -0.734 -1.654 -0.137
C6 1.328 -0.327 -0.618
C7 2.098 0.024 0.712
H1 0.589 2.459 -0.415
H2 -1.107 2.805 -0.098
H3 -3.804 -0.976 0.485
H4 -0.092 -2.604 -0.422
H5 -1.654 -1.928 0.307
H6 1.868 -1.169 -1.116
H7 1.352 0.581 -1.339
H8 2.191 -0.867 1.365
H9 1.436 0.821 1.140
H10 3.170 0.461 0.513

Molar mass   108.164 g/mol
SMILES string   C=C(C#[NH+])C(=C)CC
Highest occupied orbital energy   -14.009 eV
HOMO-LUMO gap   0.3070 hartree
E_LUMO   -0.2078 Ha
Total charge   +1

Atomic partial charges in e from the Löwdin method, atoms 1 to 5: atom 1 (C): 0.21, atom 2 (C): -0.20, atom 3 (C): 0.06, atom 4 (N): 0.32, atom 5 (C): -0.28